# 1
A structure of composition C37H32CoIOP2, computed with wB97M-V/def2-TZVPD.

XYZ file:
```
74
Properties=species:S:1:pos:R:3:mulliken_spin:R:1
Co 0.000 0.000 0.000 2.878
P -0.023 2.315 -0.210 -0.006
C -0.313 0.058 1.799 0.042
O -0.505 0.093 2.949 -0.006
P -0.044 -2.324 -0.061 -0.120
C 0.010 3.284 1.342 0.013
C -1.496 2.999 -1.056 -0.072
C 1.406 2.959 -1.144 -0.026
C 1.551 -3.178 -0.345 0.053
C -0.663 -3.165 1.440 0.020
C -1.152 -2.926 -1.381 -0.025
C 1.083 4.114 1.683 -0.009
C 1.069 4.819 2.888 0.000
C -0.015 4.703 3.756 -0.002
C -1.089 3.876 3.420 0.004
C -1.077 3.168 2.222 0.008
H 1.926 4.213 1.006 -0.002
H 1.907 5.462 3.143 0.000
H -0.024 5.253 4.693 0.000
H -1.935 3.777 4.095 0.000
H -1.912 2.522 1.966 0.001
C 2.677 2.477 -0.803 0.012
C 3.809 2.965 -1.451 0.011
C 3.678 3.927 -2.455 0.006
C 2.413 4.400 -2.807 0.001
C 1.279 3.920 -2.152 0.003
H 2.762 1.706 -0.040 -0.023
H 4.791 2.586 -1.183 0.000
H 4.559 4.299 -2.970 0.000
H 2.307 5.139 -3.596 0.001
H 0.295 4.283 -2.434 0.001
C -1.944 4.301 -0.787 -0.007
C -3.056 4.814 -1.452 0.002
C -3.733 4.031 -2.390 0.001
C -3.292 2.735 -2.660 0.009
C -2.181 2.217 -1.996 0.066
H -1.427 4.910 -0.051 0.000
H -3.396 5.822 -1.235 0.000
H -4.602 4.431 -2.904 0.000
H -3.816 2.122 -3.388 0.001
H -1.829 1.212 -2.208 0.019
C -1.858 -3.893 1.451 -0.001
C -2.299 -4.498 2.629 0.000
C -1.551 -4.384 3.800 0.002
C -0.356 -3.659 3.793 0.005
C 0.084 -3.050 2.622 0.016
H -2.439 -3.991 0.540 0.001
H -3.228 -5.062 2.628 0.000
H -1.896 -4.855 4.716 0.000
H 0.228 -3.562 4.703 0.000
H 1.010 -2.482 2.622 0.004
C 2.579 -2.517 -1.031 0.050
C 3.789 -3.168 -1.270 0.022
C 3.987 -4.475 -0.823 0.008
C 2.968 -5.136 -0.136 0.071
C 1.755 -4.491 0.104 -0.038
H 2.417 -1.503 -1.382 0.054
H 4.581 -2.649 -1.804 0.000
H 4.933 -4.977 -1.006 0.000
H 3.117 -6.152 0.220 0.001
H 0.969 -5.005 0.650 0.000
C -0.884 -4.076 -2.130 0.001
C -1.783 -4.495 -3.111 0.003
C -2.953 -3.772 -3.345 0.005
C -3.224 -2.623 -2.599 0.009
C -2.324 -2.196 -1.626 0.033
H 0.030 -4.635 -1.956 0.003
H -1.565 -5.384 -3.697 0.000
H -3.648 -4.098 -4.114 0.000
H -4.129 -2.052 -2.786 0.001
H -2.506 -1.287 -1.058 0.018
H 3.390 -0.086 -3.661 0.000
H 2.808 -0.102 -4.124 0.000
I 2.272 -0.308 1.333 0.880
```

total charge: +2
E_HOMO (spin up / spin down): -0.5205 / -0.5201 hartree
lowest unoccupied orbital energy (spin up / spin down): -5.871 / -9.884 eV
multiplicity: 5
ΔE to the lowest compared entry with this formula, charge and spin: 0.0 kJ/mol
Kohn-Sham gap (spin up / spin down): 0.3047 / 0.1569 Eh

# 2
A cluster of 3 separate species, C37H32FNO9S in total, computed with wB97M-V/def2-TZVPD.

XYZ file:
```
81
Properties=species:S:1:pos:R:3:mulliken_charge:R:1
C -3.789 -1.972 6.027 -1.087
C -3.636 -0.517 5.582 -0.411
C -2.161 -0.152 5.273 -0.239
C -1.887 -0.336 3.787 -1.102
N -0.477 -0.384 3.355 -0.066
C 0.415 -1.193 4.087 0.318
O 1.030 -0.794 5.048 -0.559
O 0.648 -2.405 3.519 -0.379
C 0.445 -3.541 4.323 0.100
C -1.022 -3.773 4.731 0.983
C -1.555 -5.006 4.072 0.126
O -1.765 -6.071 4.591 -0.483
F -1.803 -4.853 2.755 -0.250
C 1.413 -3.608 5.525 -1.033
S 1.571 -5.185 6.316 0.970
O 2.567 -5.012 7.328 -0.610
O 0.312 -5.663 6.780 -0.541
H -4.632 -2.087 6.693 0.450
H -2.913 -2.283 6.577 0.222
H -3.949 -2.609 5.169 0.233
H -4.235 -0.310 4.706 0.169
H -3.912 0.097 6.427 0.359
H -1.548 -0.771 5.917 0.325
H -2.007 0.881 5.545 0.475
H -2.301 0.531 3.293 0.387
H -2.422 -1.170 3.349 0.365
H -0.099 0.546 3.449 0.353
H 0.698 -4.382 3.690 0.509
H -1.157 -3.922 5.788 0.508
H -1.669 -2.967 4.408 -1.020
H 2.385 -3.300 5.168 0.486
H 1.096 -2.899 6.275 0.314
H 2.133 -5.981 5.365 0.150
O -2.452 1.555 0.667 -0.665
C -2.980 2.109 -0.276 0.385
C -2.195 2.468 -1.488 0.143
C -0.846 2.142 -1.544 -0.569
C -0.111 2.437 -2.679 -0.566
C -0.720 3.058 -3.764 -0.411
C -2.060 3.399 -3.708 -0.671
C -2.802 3.112 -2.569 0.255
C -4.238 3.501 -2.518 0.539
O -4.754 4.106 -3.434 -0.673
C -5.029 3.122 -1.313 0.454
C -6.379 3.443 -1.259 -0.690
C -7.134 3.071 -0.161 -0.442
C -6.544 2.376 0.890 -0.638
C -5.197 2.065 0.847 -0.570
C -4.432 2.440 -0.251 0.129
H -0.377 1.654 -0.701 0.552
H 0.938 2.179 -2.726 0.476
H -0.144 3.274 -4.653 0.467
H -2.535 3.886 -4.547 0.467
H -6.835 3.979 -2.079 0.477
H -8.186 3.319 -0.122 0.390
H -7.138 2.079 1.744 0.418
H -4.735 1.528 1.663 0.715
O 2.492 1.364 -5.174 -0.663
C 3.652 1.026 -5.296 0.589
C 4.047 -0.404 -5.167 0.169
C 3.068 -1.359 -4.927 -0.566
C 3.414 -2.696 -4.840 -0.532
C 4.740 -3.086 -4.994 -0.462
C 5.722 -2.136 -5.218 -0.592
C 5.382 -0.793 -5.300 0.238
C 6.453 0.218 -5.524 0.521
O 7.618 -0.114 -5.587 -0.662
C 6.055 1.646 -5.674 0.288
C 7.033 2.600 -5.918 -0.629
C 6.676 3.926 -6.090 -0.457
C 5.340 4.305 -6.018 -0.569
C 4.363 3.360 -5.762 -0.488
C 4.715 2.028 -5.584 0.233
H 2.037 -1.053 -4.813 0.501
H 2.650 -3.439 -4.656 0.406
H 5.007 -4.132 -4.937 0.401
H 6.755 -2.435 -5.333 0.475
H 8.070 2.301 -5.978 0.478
H 7.439 4.668 -6.284 0.396
H 5.063 5.341 -6.161 0.410
H 3.324 3.652 -5.703 0.523
```

E_HOMO: -0.3630 hartree
lowest unoccupied orbital energy: -1.153 eV
structure (SMILES): CCCCNC(=O)O[C@H](CC(=O)F)C[SH](=O)=O.O=C1c2ccccc2C(=O)c2ccccc21.O=C1c2ccccc2C(=O)c2ccccc21
Kohn-Sham gap: 0.3206 Eh

# 3
A structure of composition C37H32IrN4O2S3, computed with wB97M-V/def2-TZVPD.

XYZ file:
```
79
Properties=species:S:1:pos:R:3:mulliken_spin:R:1
Ir 1.205 -0.613 0.924 0.285
O -5.402 -0.703 -0.829 0.000
C -5.145 -1.216 0.245 -0.001
O -5.759 -1.625 1.208 0.000
C -3.562 -1.345 0.440 0.002
C -3.017 -1.136 1.681 -0.002
C -1.623 -1.036 1.798 -0.022
N -0.848 -1.124 0.679 0.033
C -1.385 -1.402 -0.518 0.005
C -2.756 -1.535 -0.680 -0.001
C -0.455 -1.399 -1.641 -0.007
C -0.775 -1.901 -2.907 -0.004
C 0.127 -1.755 -3.940 0.001
C 1.330 -1.095 -3.694 -0.003
C 1.587 -0.657 -2.409 0.008
N 0.743 -0.823 -1.402 0.077
C -0.932 -0.853 3.037 0.018
C -1.573 -0.729 4.286 0.002
C -0.845 -0.732 5.445 0.001
C 0.549 -0.881 5.367 -0.004
C 1.128 -0.923 4.122 0.008
N 0.440 -0.869 2.983 0.025
H -3.664 -1.030 2.535 0.000
H -3.204 -1.695 -1.645 0.002
H -1.711 -2.413 -3.069 0.000
H -0.094 -2.145 -4.923 0.000
H 2.062 -0.951 -4.472 -0.001
H 2.524 -0.171 -2.176 0.000
H -2.646 -0.637 4.325 0.000
H -1.327 -0.646 6.407 0.000
H 1.157 -0.951 6.253 0.000
H 2.200 -1.022 4.030 -0.005
C 5.341 -3.444 0.032 -0.008
C 3.942 -2.974 0.303 -0.045
S 3.639 -1.364 -0.178 0.432
C 2.992 -3.802 0.854 0.161
C 3.257 -5.260 1.100 -0.001
S 1.412 -3.298 1.263 0.043
H 5.941 -2.612 -0.325 0.003
H 5.349 -4.231 -0.718 0.007
H 5.797 -3.834 0.941 -0.008
H 4.319 -5.482 1.120 0.002
H 2.799 -5.852 0.307 0.009
H 2.807 -5.568 2.041 0.001
C -2.708 2.974 -4.502 0.000
C -3.085 2.363 -3.143 -0.001
C -3.156 0.843 -3.298 0.001
C -4.479 2.875 -2.757 0.000
C -2.079 2.805 -2.091 0.001
C -1.886 4.183 -1.930 0.000
C -0.994 4.695 -1.017 0.000
C -0.236 3.807 -0.272 0.000
S 1.040 4.170 0.848 0.000
C 1.294 2.448 1.049 -0.003
N 0.475 1.688 0.381 0.024
C -0.398 2.411 -0.394 -0.006
C -1.357 1.932 -1.294 -0.002
C 2.400 1.937 1.814 -0.024
C 3.234 2.815 2.514 0.003
C 4.324 2.342 3.211 -0.003
C 4.593 0.981 3.205 0.009
C 3.764 0.109 2.516 -0.036
C 2.651 0.549 1.806 0.018
H -3.426 2.651 -5.253 0.000
H -1.712 2.660 -4.805 0.000
H -2.733 4.060 -4.473 0.000
H -3.757 0.596 -4.173 0.000
H -3.628 0.397 -2.426 0.000
H -2.163 0.418 -3.446 0.000
H -5.184 2.615 -3.543 0.000
H -4.490 3.955 -2.632 0.000
H -4.808 2.413 -1.830 0.000
H -2.455 4.871 -2.535 0.000
H -0.874 5.760 -0.895 0.000
H -1.518 0.871 -1.353 -0.002
H 3.008 3.874 2.503 0.000
H 4.965 3.023 3.748 -0.001
H 5.445 0.589 3.741 0.001
H 4.006 -0.946 2.534 0.008
```

E_HOMO (spin up / spin down): -0.2615 / -0.2540 hartree
lowest unoccupied orbital energy (spin up / spin down): -1.265 / -1.527 eV
multiplicity: 2
ΔE to the lowest compared entry with this formula, charge and spin: 422.2 kJ/mol
Kohn-Sham gap (spin up / spin down): 0.2150 / 0.1979 Eh

# 4
A structure of composition C37H32LaNP2S, computed with wB97M-V/def2-TZVPD.

XYZ file:
```
74
Properties=species:S:1:pos:R:3:mulliken_charge:R:1
C 1.693 0.623 -1.828 -1.436
C 1.987 0.243 -0.507 1.482
C 2.833 -0.858 -0.297 -0.774
C 3.380 -1.537 -1.382 -0.639
C 3.119 -1.130 -2.692 -0.765
C 2.249 -0.063 -2.907 -0.496
P 1.251 1.137 0.913 0.689
C 2.521 0.969 2.227 0.987
C 2.265 0.082 3.297 -0.017
C 3.260 -0.181 4.234 -0.838
C 4.511 0.441 4.140 -0.620
C 4.737 1.377 3.126 -0.656
C 3.740 1.658 2.184 -0.299
La -1.273 -0.239 1.967 1.192
P -1.897 -1.061 -0.761 1.238
C -1.033 -2.638 -0.875 0.971
C -1.019 -3.354 -2.091 -0.482
C 0.026 -4.257 -2.327 -0.574
C 0.913 -4.624 -1.291 -0.627
C 0.759 -4.064 -0.012 -1.048
C -0.161 -3.036 0.189 0.052
C -3.197 -1.410 0.432 -0.448
C -3.828 -0.274 1.043 -0.728
C -4.422 -0.440 2.307 -0.491
C -4.451 -1.702 2.922 -0.413
C -3.868 -2.815 2.313 -0.748
C -3.282 -2.682 1.054 0.027
C -2.706 -0.016 -2.001 0.217
C -2.304 1.344 -2.107 0.445
C -2.784 2.100 -3.170 -0.817
C -3.567 1.494 -4.162 -0.544
C -3.840 0.119 -4.116 -0.695
C -3.401 -0.656 -3.044 -0.743
C 1.364 2.890 0.398 0.535
C 2.311 3.376 -0.515 -0.166
C 2.286 4.720 -0.898 -0.834
C 1.355 5.595 -0.338 -0.628
C 0.442 5.124 0.613 -0.549
C 0.439 3.784 0.989 -0.541
H -3.769 0.707 0.551 0.618
H -4.946 0.398 2.772 0.431
H -4.936 -1.811 3.894 0.432
H -3.916 -3.794 2.802 0.460
H -2.868 -3.557 0.558 0.547
H -1.816 -3.173 -2.828 0.197
H 0.164 -4.682 -3.322 0.469
H 1.721 -5.350 -1.457 0.442
H 1.360 -4.429 0.833 0.410
H -0.233 -2.578 1.192 0.103
H -1.580 1.759 -1.388 0.344
H -2.551 3.161 -3.234 0.458
H -3.971 2.090 -4.979 0.416
H -4.391 -0.368 -4.921 0.425
H -3.524 -1.747 -3.011 0.349
H 3.047 2.695 -0.949 0.469
H 2.991 5.072 -1.646 0.436
H 1.328 6.637 -0.648 0.423
H -0.279 5.812 1.058 0.435
H -0.285 3.409 1.727 0.209
H 1.280 -0.398 3.428 -0.124
H 3.054 -0.886 5.043 0.441
H 5.293 0.197 4.864 0.394
H 5.700 1.886 3.065 0.431
H 3.904 2.412 1.416 0.390
H 3.038 -1.190 0.728 0.467
H 4.029 -2.397 -1.209 0.467
H 3.606 -1.621 -3.540 0.436
H 1.985 0.238 -3.922 0.434
H 0.984 1.430 -2.019 0.561
H -0.086 -0.819 -2.350 -0.155
H -0.538 -0.210 -2.259 0.272
S -1.977 1.693 3.991 -0.328
C -1.370 0.243 4.395 0.727
N -0.859 -0.861 4.342 -0.701
```

total charge: +2
E_HOMO: -0.5094 hartree
lowest unoccupied orbital energy: -6.864 eV
ΔE to the lowest compared entry with this formula, charge and spin: 0.0 kJ/mol
Kohn-Sham gap: 0.2571 Eh

# 5
A structure of composition C37H33BrGeIrN4O2, computed with wB97M-V/def2-TZVPD.

XYZ file:
```
79
Properties=species:S:1:pos:R:3:mulliken_charge:R:1
Ir 0.184 -0.763 0.710 1.454
O 1.037 2.969 -1.341 -0.696
C -0.159 3.530 -1.632 0.601
C -0.157 4.709 -2.374 -0.571
C -1.354 5.270 -2.778 -0.466
C -2.567 4.677 -2.442 -0.888
C -2.581 3.526 -1.675 -0.629
C -1.387 2.943 -1.263 0.841
C -1.392 1.681 -0.445 -0.756
O -0.618 0.617 -1.005 -0.997
N -0.809 1.992 0.842 0.052
N -0.600 0.977 1.706 -0.363
C -0.492 1.218 2.981 0.056
C -0.176 0.221 3.926 0.223
Br -0.145 -1.577 3.245 -0.074
C 0.215 0.404 5.216 -0.706
C 0.167 1.607 5.997 0.392
C -0.931 2.488 5.979 -0.298
C -0.971 3.554 6.851 -0.692
C 0.097 3.802 7.709 -0.408
C 1.212 2.966 7.700 -0.623
C 1.236 1.860 6.881 -0.444
H 0.932 2.141 -0.867 0.279
H 0.795 5.151 -2.632 0.493
H -1.344 6.173 -3.373 0.450
H -3.499 5.112 -2.774 0.464
H -3.525 3.063 -1.410 0.484
H -2.431 1.337 -0.324 0.594
H -1.030 2.903 1.227 0.401
H -0.590 2.233 3.362 0.671
H 0.645 -0.458 5.723 0.468
H -1.785 2.267 5.350 0.556
H -1.847 4.187 6.889 0.419
H 0.047 4.630 8.403 0.429
H 2.049 3.175 8.350 0.417
H 2.096 1.203 6.871 0.417
N 0.072 -2.566 -0.603 -0.221
C 1.093 -3.512 -0.210 0.973
C 1.047 -4.841 -0.534 -0.475
C 2.085 -5.703 -0.133 -0.977
C 3.138 -5.224 0.596 -0.916
C 3.189 -3.860 0.966 0.521
C 4.209 -3.308 1.771 -0.555
C 4.184 -1.968 2.069 -0.912
C 3.128 -1.183 1.601 -0.194
N 2.139 -1.678 0.879 0.007
C 2.153 -2.998 0.541 -0.071
H -0.828 -3.038 -0.661 0.387
H 0.290 -2.187 -1.537 -0.069
H 0.215 -5.240 -1.102 0.511
H 2.043 -6.747 -0.407 0.451
H 3.939 -5.879 0.910 0.483
H 4.991 -3.949 2.157 0.502
H 4.961 -1.506 2.661 0.468
H 3.092 -0.126 1.832 0.545
Ge -0.817 0.259 -2.939 1.593
C -2.652 -0.336 -3.280 0.253
C -3.077 -1.641 -3.049 0.157
C -4.347 -2.027 -3.451 -0.774
C -5.180 -1.108 -4.074 -0.561
C -4.763 0.197 -4.290 -0.694
C -3.489 0.588 -3.899 -0.458
C 0.687 -0.944 -3.289 -0.040
C 1.964 -0.380 -3.292 -0.928
C 3.035 -1.108 -3.790 -0.786
C 2.833 -2.388 -4.291 -0.640
C 1.564 -2.949 -4.299 -0.683
C 0.486 -2.227 -3.802 0.426
H -0.563 1.645 -3.509 -0.173
H -2.428 -2.357 -2.557 0.174
H -4.683 -3.040 -3.278 0.448
H -6.164 -1.415 -4.401 0.421
H -5.418 0.910 -4.772 0.438
H -3.146 1.597 -4.094 0.410
H 2.118 0.634 -2.937 0.505
H 4.022 -0.666 -3.804 0.484
H 3.668 -2.945 -4.695 0.465
H 1.402 -3.933 -4.718 0.512
H -0.513 -2.642 -3.866 0.441
```

total charge: +3
E_HOMO: -0.5646 hartree
lowest unoccupied orbital energy: -11.176 eV
ΔE to the lowest compared entry with this formula, charge and spin: 164.1 kJ/mol
Kohn-Sham gap: 0.1539 Eh

# 6
A cluster of 7 separate species, C37H33F6NO2 in total, computed with wB97M-V/def2-TZVPD.

XYZ file:
```
79
Properties=species:S:1:pos:R:3:mulliken_spin:R:1
C -0.134 -1.725 0.835 0.000
N -0.534 -0.346 0.508 0.000
O -1.737 -0.210 0.148 0.001
O 0.275 0.525 0.692 0.000
H -0.830 -2.357 0.283 0.000
H -0.234 -1.755 1.920 0.000
H 0.878 -1.863 0.452 0.000
F -1.109 -1.237 -3.302 0.001
C 0.122 -0.970 -3.899 0.004
C 0.982 -0.076 -3.190 0.017
C 2.221 0.256 -3.794 -0.002
C 2.630 -0.433 -4.981 0.000
C 1.688 -1.245 -5.659 0.009
C 0.452 -1.421 -5.125 -0.001
H 0.691 0.303 -2.221 -0.003
H 2.976 0.831 -3.280 0.000
H 3.624 -0.246 -5.359 0.000
H 1.733 -1.508 -6.705 0.000
H -0.212 -2.075 -5.671 0.000
F -0.614 -0.288 4.226 0.000
C 0.522 0.216 4.838 0.000
C 1.387 1.187 4.324 0.000
C 2.587 1.584 5.011 0.000
C 2.843 1.032 6.191 0.000
C 1.941 0.152 6.765 0.000
C 0.817 -0.277 6.079 0.000
H 1.051 1.584 3.378 0.000
H 3.169 2.359 4.535 0.000
H 3.767 1.175 6.732 0.000
H 2.233 -0.295 7.703 0.000
H 0.240 -1.120 6.430 0.000
F 2.772 1.815 -1.443 0.000
C 2.972 2.861 -0.584 0.002
C 3.251 4.176 -1.145 -0.001
C 3.364 5.277 -0.266 0.000
C 3.133 5.063 1.095 0.000
C 2.833 3.750 1.557 0.001
C 2.837 2.736 0.756 0.000
H 3.453 4.279 -2.201 0.000
H 3.413 6.321 -0.535 0.000
H 3.300 5.763 1.900 0.000
H 2.696 3.530 2.605 0.000
H 2.666 1.738 1.131 0.000
F -4.233 4.368 -4.433 0.066
C -3.198 3.797 -3.808 0.287
C -1.947 3.826 -4.423 0.025
C -0.885 3.303 -3.747 0.130
C -1.029 2.689 -2.432 0.086
C -2.313 2.550 -1.923 0.025
C -3.403 3.139 -2.595 0.156
H -1.789 4.252 -5.403 0.001
H 0.110 3.303 -4.167 0.005
H -0.168 2.231 -1.968 0.184
H -2.456 2.009 -1.000 0.006
H -4.396 3.130 -2.170 0.000
F 3.857 -7.494 -2.533 0.000
C 2.711 -6.736 -2.259 0.000
C 2.502 -5.533 -3.012 0.000
C 1.521 -4.672 -2.540 0.000
C 0.895 -4.799 -1.284 0.000
C 1.203 -5.944 -0.556 0.000
C 2.059 -6.934 -1.009 0.000
H 3.013 -5.360 -3.948 0.000
H 1.352 -3.798 -3.152 0.000
H 0.150 -4.058 -1.033 0.000
H 0.834 -6.049 0.454 0.000
H 2.194 -7.815 -0.400 0.000
F -8.053 -0.776 4.419 0.000
C -6.792 -0.714 3.807 0.000
C -6.599 -1.188 2.470 0.000
C -5.316 -1.219 1.955 0.000
C -4.235 -0.694 2.625 0.000
C -4.490 -0.148 3.887 0.000
C -5.766 -0.172 4.501 0.000
H -7.470 -1.438 1.882 0.000
H -5.153 -1.643 0.975 0.000
H -3.253 -0.756 2.181 0.000
H -3.583 0.157 4.388 0.000
H -5.992 0.117 5.517 0.000
```

total charge: +1
E_HOMO (spin up / spin down): -0.4011 / -0.4011 hartree
lowest unoccupied orbital energy (spin up / spin down): -4.025 / -8.219 eV
multiplicity: 2
Kohn-Sham gap (spin up / spin down): 0.2532 / 0.0991 Eh

What did we get for F_max? Answer: 7.80; 2.58; 2.52; 3.96; 2.25; 5.77 eV/A, in the order shown.